[1]
C32H51MoN4O2P2 as an isolated structure at a distorted geometry. Source: the Open Molecules 2025 dataset; level of theory: the ωB97M-V functional and the def2-TZVPD basis.

The gap between HOMO and LUMO (spin up / spin down) is 5.5 / 5.3 eV. Its total energy is -2369.1644 Eh. As for the energy above the lowest of the compared OMol25 structures with the same formula, charge and spin: 99.34 kcal per mole. The LUMO energy (spin up / spin down) is -11.5 / -11.7 eV.

```
! wB97M-V def2-TZVPD RIJCOSX def2/J DEFGRID3
* xyz 3 3
C -1.678 -1.462 -1.951
C 0.545 -1.914 -1.679
C -1.677 -2.214 -3.122
C 0.586 -2.903 -2.679
C -0.564 -3.003 -3.449
H -2.595 -2.158 -3.720
H 1.511 -3.349 -3.092
H -0.630 -3.617 -4.348
N -0.644 -1.592 -1.090
P -2.667 -0.261 0.279
P 2.475 -0.481 0.208
C -2.696 -0.424 -1.573
H -2.471 0.565 -2.017
H -3.675 -0.709 -1.978
C 1.713 -0.900 -1.577
H 2.528 -1.586 -1.790
C 3.931 0.366 -0.826
C 3.296 -1.287 1.844
C -3.365 1.496 0.534
C -3.881 -1.652 0.784
C 3.765 1.845 -0.472
H 3.824 2.022 0.608
H 4.566 2.432 -0.951
H 2.803 2.233 -0.831
C 5.342 -0.146 -0.525
H 5.657 -0.037 0.515
H 5.454 -1.197 -0.832
H 6.059 0.439 -1.132
C 3.868 0.238 -2.371
H 4.546 0.969 -2.831
H 4.164 -0.758 -2.718
H 2.879 0.452 -2.782
C 4.078 -0.163 2.554
H 3.406 0.680 2.786
H 4.474 -0.555 3.507
H 4.930 0.225 1.985
C 2.227 -1.782 2.832
H 1.687 -0.942 3.307
H 1.519 -2.478 2.356
H 2.742 -2.326 3.646
C 4.137 -2.480 1.385
H 5.005 -2.190 0.782
H 4.508 -3.013 2.277
H 3.509 -3.174 0.803
C -4.346 -1.402 2.236
H -4.948 -2.281 2.527
H -3.485 -1.327 2.927
H -4.984 -0.505 2.315
C -3.094 -2.981 0.733
H -2.726 -3.205 -0.280
H -2.247 -2.983 1.438
H -3.797 -3.776 1.028
C -5.098 -1.758 -0.169
H -5.772 -2.517 0.269
H -5.647 -0.806 -0.254
H -4.794 -2.112 -1.169
C -2.449 2.498 -0.225
H -2.529 2.371 -1.321
H -2.801 3.512 0.050
H -1.389 2.366 0.079
C -3.303 1.840 2.041
H -2.247 1.900 2.386
H -3.767 2.839 2.149
H -3.859 1.111 2.661
C -4.820 1.571 0.008
H -4.876 1.260 -1.056
H -5.506 0.969 0.638
H -5.113 2.637 0.080
Mo -0.363 -0.426 0.674
C -0.792 -1.193 2.345
O -1.092 -1.589 3.474
N 0.316 0.979 -0.541
C 1.032 0.536 -1.567
C 0.931 1.581 -2.708
C 0.724 2.967 -2.436
C 0.965 1.301 -4.092
C 0.678 3.966 -3.432
H 0.657 3.369 -1.416
C 0.957 2.295 -5.085
H 1.089 0.249 -4.352
C 0.801 3.645 -4.782
H 0.547 5.034 -3.222
H 1.063 1.981 -6.123
H 0.802 4.379 -5.591
N 1.176 0.891 4.555
C -0.099 1.278 4.187
N -1.074 0.969 5.101
O -0.245 1.795 3.051
H 1.295 0.793 5.548
H 1.920 1.460 4.171
H -2.016 1.095 4.733
H -0.866 0.215 5.766
*
```

[2]
A 5-piece molecular cluster, C32H51N2O11P overall at a distorted geometry. Source: the Open Molecules 2025 dataset; level of theory: the ωB97M-V functional and the def2-TZVPD basis.

The gap between HOMO and LUMO is 8.8 eV. Its total energy is -2528.0561 Eh. As for the energy above the lowest of the compared OMol25 structures with the same formula, charge and spin: 255.13 kcal per mole. The SMILES is CC(C)C[C@@H](C)CO[C@](C#N)(CCOC=O)[C@@H](C#N)P(C)C.O=C1CCCO1.O=C1CCCO1.O=C1CCCO1.O=C1CCCO1. The LUMO energy is 0.3 eV.

```
! wB97M-V def2-TZVPD RIJCOSX def2/J DEFGRID3
* xyz 0 1
C -0.973 -3.022 1.414
C -2.269 -2.505 0.554
C -2.180 -3.257 -0.938
C -2.066 -0.906 0.261
C -2.549 0.094 1.464
C -4.027 -0.297 2.117
C -1.512 0.226 2.726
O -0.090 0.062 2.389
C 0.626 1.345 2.325
C 0.821 2.069 3.820
N 0.625 2.760 4.897
C 0.047 2.409 1.218
C -0.002 1.852 -0.323
O 0.713 2.817 -1.217
C -0.218 3.435 -2.174
O 0.263 4.284 -3.121
C 2.184 0.965 1.848
C 3.246 1.525 3.012
N 4.070 2.112 3.851
P 2.478 -0.957 1.809
C 4.044 -1.122 0.661
C 2.994 -1.564 3.584
H -1.078 -4.195 1.553
H 0.022 -2.831 0.789
H -0.913 -2.544 2.481
H -3.312 -2.807 0.988
H -1.332 -2.749 -1.565
H -3.193 -3.057 -1.525
H -1.956 -4.404 -0.809
H -2.745 -0.650 -0.687
H -0.958 -0.759 -0.097
H -2.694 1.195 1.026
H -4.100 -1.416 2.470
H -4.097 0.354 3.116
H -4.936 0.049 1.456
H -1.781 1.212 3.295
H -1.779 -0.666 3.474
H -1.051 2.773 1.481
H 0.748 3.370 1.229
H -1.092 1.628 -0.722
H 0.589 0.824 -0.440
H -1.377 3.259 -2.144
H 2.501 1.498 0.856
H 3.835 -0.503 -0.338
H 4.995 -0.650 1.198
H 4.228 -2.258 0.414
H 4.156 -1.503 3.765
H 2.695 -2.707 3.624
H 2.443 -0.991 4.443
O 2.395 0.975 10.796
C 2.001 1.645 9.855
O 1.710 1.141 8.620
C 1.387 2.217 7.740
C 0.966 3.352 8.637
C 1.811 3.132 9.866
H 2.274 2.462 7.147
H 0.582 1.911 7.064
H 1.106 4.335 8.180
H -0.094 3.246 8.896
H 2.787 3.617 9.781
H 1.294 3.456 10.772
O -1.193 -0.520 -2.676
C -1.433 -0.192 -3.827
O -2.295 0.806 -4.179
C -2.415 0.842 -5.600
C -1.169 0.174 -6.121
C -0.869 -0.846 -5.052
H -3.325 0.306 -5.887
H -2.493 1.879 -5.937
H -1.298 -0.260 -7.116
H -0.351 0.903 -6.173
H -1.396 -1.788 -5.229
H 0.205 -1.016 -4.950
O 5.011 -4.800 -2.669
C 5.890 -4.057 -2.266
O 5.667 -2.917 -1.548
C 6.907 -2.244 -1.341
C 7.966 -3.303 -1.498
C 7.357 -4.230 -2.519
H 7.002 -1.448 -2.087
H 6.922 -1.797 -0.342
H 8.938 -2.900 -1.796
H 8.099 -3.838 -0.549
H 7.583 -3.914 -3.541
H 7.666 -5.265 -2.356
O -5.760 0.684 -4.379
C -6.034 0.993 -5.527
O -5.112 1.353 -6.468
C -5.790 1.752 -7.658
C -7.146 1.102 -7.581
C -7.417 1.077 -6.098
H -5.854 2.845 -7.674
H -5.226 1.417 -8.534
H -7.911 1.630 -8.157
H -7.087 0.074 -7.960
H -7.889 2.002 -5.755
H -8.015 0.208 -5.813
*
```

[3]
A 3-piece molecular cluster, C32H52Cl2FNO10P2S overall at a distorted geometry. Source: the Open Molecules 2025 dataset; level of theory: the ωB97M-V functional and the def2-TZVPD basis.

The gap between HOMO and LUMO is 7.1 eV. Its total energy is -4158.7323 Eh. The SMILES is CC[C@H](F)[C@@](O[C@H](c1ccccc1)S(C)(=O)=O)(/C(Cl)=C(/C)Cl)[C@](C[C@H](C)O)(NP(C)CC)P(CC)CC.O=C1OCCO1.O=C1OCCO1. The LUMO energy is 0.4 eV.

```
! wB97M-V def2-TZVPD RIJCOSX def2/J DEFGRID3
* xyz 0 1
C -3.686 3.942 -1.650
C -2.775 2.817 -1.127
C -2.781 1.655 -2.093
F -4.123 1.319 -2.290
C -1.946 0.328 -1.819
O -2.825 -0.729 -2.277
C -3.444 -1.705 -1.500
C -3.268 -3.058 -2.169
C -3.546 -3.253 -3.522
C -3.343 -4.491 -4.118
C -2.854 -5.549 -3.357
C -2.570 -5.361 -2.012
C -2.776 -4.121 -1.418
S -5.232 -1.385 -1.282
C -5.891 -0.992 -2.883
O -5.421 -0.222 -0.441
O -5.802 -2.632 -0.829
C -0.807 0.252 -2.885
Cl -0.516 -1.334 -3.552
C -0.011 1.195 -3.409
C 1.038 0.911 -4.452
Cl -0.089 2.870 -2.984
C -1.449 0.054 -0.352
C -0.632 -1.270 -0.398
C -0.100 -1.969 0.856
C 1.274 -2.618 0.552
O -1.011 -3.013 1.201
N -2.616 0.209 0.531
P -3.045 -0.815 1.878
C -1.948 -0.380 3.304
C -4.632 -0.002 2.347
C -4.525 1.268 3.211
P -0.212 1.382 0.209
C 1.518 0.844 0.425
C 2.333 0.715 -0.869
C -0.819 2.481 1.540
C 0.252 2.793 2.602
H -4.728 3.699 -1.452
H -3.452 4.875 -1.139
H -3.579 4.072 -2.729
H -1.789 3.231 -0.959
H -3.169 2.524 -0.153
H -2.463 2.021 -3.069
H -3.129 -1.872 -0.467
H -3.893 -2.424 -4.122
H -3.568 -4.604 -5.170
H -2.676 -6.507 -3.828
H -2.169 -6.186 -1.436
H -2.535 -3.977 -0.371
H -6.399 -1.881 -3.247
H -5.111 -0.676 -3.568
H -6.623 -0.208 -2.705
H 0.600 0.469 -5.343
H 1.555 1.833 -4.705
H 1.787 0.237 -4.032
H 0.260 -1.035 -0.974
H -1.109 -2.064 -0.973
H 0.067 -1.283 1.691
H 2.107 -2.079 0.999
H 1.292 -3.626 0.969
H 1.431 -2.740 -0.521
H -0.719 -3.409 2.027
H -3.486 0.408 0.049
H -1.274 0.455 3.134
H -1.326 -1.259 3.476
H -2.540 -0.237 4.206
H -5.092 0.289 1.403
H -5.253 -0.749 2.836
H -5.402 1.905 3.098
H -4.463 0.998 4.267
H -3.624 1.839 2.988
H 1.714 -0.049 1.019
H 2.006 1.645 0.988
H 3.325 0.348 -0.592
H 2.464 1.677 -1.363
H 1.916 -0.013 -1.564
H -1.690 2.086 2.057
H -1.124 3.438 1.116
H 1.139 3.229 2.144
H 0.526 1.906 3.173
H -0.156 3.541 3.283
C 5.498 2.122 1.884
C 5.191 2.338 3.350
O 4.156 1.369 3.589
C 4.272 0.391 2.668
O 3.669 -0.635 2.691
O 5.158 0.736 1.709
H 6.543 2.288 1.639
H 4.857 2.722 1.234
H 6.045 2.108 3.988
H 4.830 3.337 3.576
C 10.571 0.268 1.157
C 9.816 -0.620 2.129
O 9.147 0.344 2.953
C 9.026 1.488 2.254
O 8.360 2.417 2.594
O 9.743 1.438 1.115
H 10.670 -0.159 0.163
H 11.557 0.552 1.528
H 9.064 -1.237 1.635
H 10.459 -1.251 2.734
*
```

[4]
C32H53GaO25PS as an isolated structure at a distorted geometry. Source: the Open Molecules 2025 dataset; level of theory: the ωB97M-V functional and the def2-TZVPD basis.

The gap between HOMO and LUMO is 4.8 eV. Its total energy is -5796.3334 Eh. The LUMO energy is 1.5 eV.

```
! wB97M-V def2-TZVPD RIJCOSX def2/J DEFGRID3
* xyz -1 1
C 4.977 1.437 -1.103
C 4.733 2.217 -2.471
O 3.554 1.614 -3.092
C 2.448 2.542 -2.768
Ga 0.604 1.705 -3.173
C -0.778 2.198 -1.735
C -0.772 3.765 -1.332
C -1.731 3.866 -0.039
C -1.789 5.314 0.606
O -0.882 5.525 1.721
C 0.441 5.220 1.394
O 1.024 4.402 2.108
C 0.883 -0.370 -3.006
S -0.682 -1.174 -2.404
C -0.457 -1.853 -0.704
C -0.801 -0.839 0.477
P -0.013 2.351 -5.368
O 0.943 3.510 -5.810
H 4.319 0.520 -1.089
H 4.683 2.117 -0.241
H 6.045 1.076 -1.030
H 5.603 2.188 -3.194
H 4.512 3.316 -2.263
H 2.602 3.445 -3.432
H 2.466 2.785 -1.654
H -1.826 1.869 -1.995
H -0.446 1.665 -0.779
H -1.120 4.432 -2.172
H 0.309 3.996 -1.048
H -2.780 3.633 -0.428
H -1.499 3.038 0.705
H -1.705 6.089 -0.217
H -2.839 5.432 1.035
H 1.023 5.667 0.537
H 1.280 -0.819 -3.967
H 1.679 -0.475 -2.192
H -1.123 -2.767 -0.545
H 0.612 -2.225 -0.566
H -1.588 -0.087 0.136
H -1.140 -1.328 1.434
H 0.135 -0.209 0.653
H -1.415 2.754 -5.374
H 0.261 1.234 -6.259
C -3.284 -6.483 1.020
C -2.944 -6.041 -0.375
O -3.250 -4.653 -0.352
C -3.182 -4.245 0.944
O -3.219 -3.109 1.293
O -3.064 -5.308 1.790
H -2.649 -7.299 1.366
H -4.332 -6.781 1.121
H -1.883 -6.165 -0.607
H -3.535 -6.556 -1.132
C -4.812 4.570 4.005
C -5.623 5.769 4.397
O -5.231 6.746 3.435
C -4.771 6.073 2.345
O -4.517 6.581 1.295
O -4.637 4.747 2.603
H -5.324 3.636 4.218
H -3.830 4.554 4.485
H -6.700 5.596 4.306
H -5.405 6.109 5.409
C -5.169 -0.113 6.641
C -4.813 0.303 5.244
O -5.096 1.701 5.248
C -5.028 2.122 6.543
O -5.047 3.269 6.886
O -4.934 1.071 7.398
H -4.551 -0.934 7.001
H -6.223 -0.391 6.739
H -3.754 0.157 5.021
H -5.407 -0.212 4.490
C -3.428 -5.013 9.491
C -4.243 -3.811 9.872
O -3.855 -2.844 8.904
C -3.393 -3.523 7.818
O -3.144 -3.019 6.768
O -3.255 -4.848 8.088
H -3.938 -5.951 9.711
H -2.445 -5.022 9.970
H -5.319 -3.989 9.783
H -4.025 -3.461 10.881
C 9.043 -0.571 -3.254
C 9.135 -2.063 -3.107
O 8.088 -2.358 -2.190
C 7.181 -1.342 -2.274
O 6.108 -1.358 -1.763
O 7.665 -0.311 -3.017
H 9.337 -0.230 -4.246
H 9.636 -0.039 -2.505
H 8.941 -2.589 -4.046
H 10.099 -2.386 -2.713
C -1.429 2.735 -10.468
C -1.170 1.265 -10.310
O -0.528 1.188 -9.044
C -0.899 2.289 -8.339
O -0.672 2.451 -7.178
O -1.563 3.180 -9.124
H -2.336 2.941 -11.037
H -0.591 3.261 -10.932
H -2.092 0.678 -10.276
H -0.527 0.867 -11.096
C 7.045 -5.410 0.033
C 6.225 -5.278 -1.215
O 6.286 -6.586 -1.778
C 6.553 -7.449 -0.763
O 6.507 -8.637 -0.859
O 6.879 -6.783 0.378
H 6.692 -4.762 0.835
H 8.107 -5.215 -0.140
H 5.180 -5.032 -1.006
H 6.631 -4.539 -1.904
*
```